Entry 1:
# C23H33N3O5S

C23H33N3O5S in the gas phase in a non-equilibrium geometry (wB97M-V/def2-TZVPD, OMol25).

```
65
Properties=species:S:1:pos:R:3:nbo_charge:R:1
C -2.9703 0.4123 -1.1291 -0.620
C -3.3009 1.3625 -2.2700 -0.057
O -2.3368 1.2071 -3.2818 -0.556
C -2.6111 1.9703 -4.4380 -0.068
C -1.3935 1.9331 -5.3597 -0.424
C -0.3134 2.9276 -4.9169 -0.221
N 0.1242 2.6717 -3.5694 -0.609
C -0.4313 3.2927 -2.5189 0.683
O -1.1581 4.2737 -2.6000 -0.677
C -0.0920 2.7031 -1.1849 -0.328
C -0.6547 3.3117 -0.1077 0.138
N -0.5482 2.8991 1.1710 -0.378
C -1.2680 3.6353 2.1937 -0.205
C -2.6372 3.0154 2.4618 -0.619
C 0.1540 1.7489 1.4513 0.273
C 0.2500 1.2278 2.7525 -0.280
C 0.9647 0.0775 2.9948 -0.148
C 1.6167 -0.5725 1.9554 -0.364
S 2.4715 -2.1154 2.2888 2.343
O 2.6250 -2.2374 3.7090 -0.943
O 3.6274 -2.2068 1.4518 -0.930
N 1.4042 -3.2899 1.8037 -0.671
C 1.2051 -3.4402 0.3821 -0.233
C 0.6193 -4.8210 0.0980 -0.401
C -0.6918 -5.0095 0.8643 -0.215
C -1.2780 -6.3964 0.6190 -0.597
C -0.4273 -4.7785 2.3540 -0.401
C 0.1919 -3.4008 2.5767 -0.232
C 1.5397 -0.0857 0.6760 -0.120
C 0.8008 1.0682 0.3989 -0.212
C 0.7071 1.5089 -1.0052 0.588
O 1.2571 0.8786 -1.9049 -0.633
H -1.9686 0.6126 -0.7585 0.204
H -3.6871 0.5350 -0.3211 0.206
H -3.0041 -0.6139 -1.4847 0.213
H -3.3035 2.4068 -1.9170 0.168
H -4.3043 1.1386 -2.6685 0.161
H -2.8392 3.0085 -4.1579 0.185
H -3.4934 1.5516 -4.9503 0.166
H -1.7024 2.1745 -6.3771 0.211
H -0.9890 0.9198 -5.3441 0.211
H 0.5480 2.8642 -5.5876 0.199
H -0.7152 3.9442 -4.9399 0.222
H 0.6213 1.8049 -3.3784 0.435
H -1.2445 4.2017 -0.2868 0.245
H -1.3952 4.6602 1.8389 0.218
H -0.6702 3.6719 3.1063 0.209
H -3.1615 3.5889 3.2210 0.222
H -3.2316 3.0182 1.5511 0.217
H -2.5392 1.9884 2.8047 0.214
H -0.2371 1.7161 3.5801 0.221
H 1.0488 -0.3326 3.9886 0.248
H 2.1812 -3.3214 -0.0884 0.240
H 0.5228 -2.6634 -0.0013 0.177
H 1.3347 -5.5808 0.4149 0.208
H 0.4518 -4.9279 -0.9746 0.216
H -1.4099 -4.2569 0.5166 0.192
H -1.4709 -6.5468 -0.4405 0.209
H -2.2137 -6.5175 1.1598 0.208
H -0.5860 -7.1653 0.9541 0.204
H 0.2655 -5.5379 2.7183 0.208
H -1.3557 -4.8551 2.9225 0.212
H 0.4692 -3.2583 3.6217 0.236
H -0.5295 -2.6172 2.2864 0.172
H 2.0571 -0.5720 -0.1363 0.262
```

Values from the calculation:
Energy (eV): -49930.90591
HOMO-LUMO gap (eV): 8.6
HOMO energy (Ha): -0.3224
LUMO (eV): -0.1255
Energy relative to the best compared isomer or geometry (same formula, charge and spin) (kcal/mol): 6.6
SMILES string: CCOCCCNC(=O)c1cn(CC)c2ccc(S(=O)(=O)N3CCC(C)CC3)cc2c1=O

Entry 2:
# CH3NOP2S

A molecular structure, CH3NOP2S in a non-equilibrium geometry (wB97M-V/def2-TZVPD, OMol25).

```
9
Properties=species:S:1:pos:R:3:nbo_charge:R:1
C -1.1213 -0.4212 0.4707 -0.088
N -0.2940 -1.3379 -0.0347 -0.998
O 1.4392 -0.0665 -1.4821 -1.102
P 0.7399 -1.4107 -1.2349 1.440
P 1.4749 1.6574 -0.0955 0.737
S -0.4933 1.6756 0.0778 -0.291
H -2.1689 -0.3800 -0.0075 0.203
H -1.2993 -0.4558 1.5359 0.197
H 1.7229 0.7391 0.7703 -0.098
```

Values from the calculation:
Energy (eV): -34034.68400
HOMO-LUMO gap (eV): 8.1
HOMO energy (Ha): -0.3335
LUMO (eV): -0.9473
Energy relative to the best compared isomer or geometry (same formula, charge and spin) (kcal/mol): 42.7

Entry 3:
# C10H15BF5IrN2O4SSeSi

A molecular structure, C10H15BF5IrN2O4SSeSi in a non-equilibrium geometry (wB97M-V/def2-TZVPD, OMol25).

```
41
Properties=species:S:1:pos:R:3:lowdin_spin:R:1
Ir 0.1396 0.1830 0.0675 0.806
N -0.0427 3.9515 2.6080 0.002
C 0.2860 2.9015 1.8116 0.003
O -0.1724 2.7879 0.6893 0.053
C 1.2288 1.8789 2.3907 -0.003
C 0.6256 0.5027 2.2205 -0.041
H -0.7080 4.6273 2.2734 0.000
H 0.2824 4.0165 3.5541 0.000
H 1.4491 2.1068 3.4383 -0.002
H 2.1591 1.9266 1.8195 0.000
H -0.2961 0.3896 2.7921 -0.001
H 1.3366 -0.2682 2.4998 -0.001
C -3.2007 2.8664 -3.7419 0.000
Si -3.3950 2.8895 -1.8629 0.003
C -2.7110 4.4723 -1.0903 0.001
C -5.2557 2.8120 -1.5140 0.001
C -2.4823 1.4980 -1.0964 0.019
C -1.6773 0.7496 -0.5756 -0.004
H -3.6364 3.7541 -4.2039 0.000
H -3.7018 1.9935 -4.1628 0.000
H -2.1511 2.8170 -4.0340 0.000
H -3.1233 5.3741 -1.5461 0.000
H -1.6247 4.4972 -1.1792 0.000
H -2.9453 4.4893 -0.0244 0.000
H -5.7624 3.6900 -1.9191 0.000
H -5.4593 2.7744 -0.4431 0.000
H -5.7055 1.9299 -1.9713 0.000
F -1.8361 -3.0953 -1.6384 0.002
B -0.5427 -2.8995 -1.2908 0.011
F 0.2842 -3.7664 -1.9225 0.002
Se 2.7298 1.5295 -3.7375 0.042
C 1.8715 1.3407 -2.2296 0.022
N 1.3027 1.3026 -1.2031 0.034
F 2.8953 -3.0311 2.4662 0.000
C 1.9443 -3.2325 1.5320 0.000
F 0.7745 -2.8733 2.1003 0.000
F 1.8854 -4.5544 1.2936 0.000
S 2.4445 -2.3098 -0.0931 0.000
O 2.2705 -0.8776 0.3796 -0.002
O 3.8686 -2.6904 -0.1017 -0.001
O -0.0950 -2.0152 -0.4263 0.054
```

Values from the calculation:
Energy (eV): -122948.79907
HOMO-LUMO gap (alpha / beta) (eV): 5.5 / 5.8
HOMO energy (alpha / beta) (Ha): -0.1829 / -0.1828
2S+1: 2
LUMO (alpha / beta) (eV): 0.5269 / 0.7969
Energy relative to the best compared isomer or geometry (same formula, charge and spin) (kcal/mol): 86.7
<S²>: 0.764
Net charge: -1